1.
The following is a quantum chemistry calculation of a structure of composition C11H12N2OsP at a distorted geometry, from OMol25.

Last column: Löwdin spin population.
CARTESIAN COORDINATES (ANGSTROEM)
1 Os -0.254 0.023 -0.257  2.2774
2 P 0.111 2.255 0.562  0.1360
3 N 2.834 -0.025 5.675  0.0005
4 N -0.175 -0.203 1.869  0.1027
5 C -1.647 -0.169 3.739  0.0067
6 C 1.938 -0.093 4.922  0.0006
7 C -0.533 -0.110 4.573  0.0004
8 C -1.408 -0.247 2.366  0.0467
9 C 0.920 -0.260 2.645  0.0135
10 C 0.007 -1.809 -0.290  0.3008
11 C 0.089 0.010 -2.736  0.2049
12 C -0.337 -2.137 -1.585  0.2039
13 C 0.584 0.799 -1.731  0.2778
14 C -0.290 -1.321 -2.699  0.2627
15 C 0.768 -0.168 4.034  0.0025
16 H 0.264 3.277 -0.414  0.0120
17 H -0.545 -1.799 -3.650  0.0083
18 H -0.642 -0.013 5.665  0.0001
19 H 0.026 0.473 -3.733  0.0186
20 H -0.965 2.868 1.275  0.0236
21 H -2.677 -0.151 4.106  0.0005
22 H 0.055 -2.636 0.425  0.0216
23 H -2.177 -0.314 1.598  0.0277
24 H 1.073 1.734 -1.995  0.0226
25 H -0.649 -3.182 -1.749  0.0171
26 H 1.195 2.634 1.415  0.0069
27 H 1.888 -0.338 2.144  0.0039

<S²> = 6.014
Gap between HOMO and LUMO (alpha / beta) = 6.235 / 7.582 eV
Spin multiplicity = 5
E_tot = -967.3893 a.u.
Charge = +1
E_HOMO (alpha / beta) = -10.29 / -12.89 eV
ΔE to the lowest compared entry with this formula, charge and spin = 20.18 kcal per mole
Largest force on an atom = 5.65 eV Å⁻¹

=====

2.
The following is a quantum chemistry calculation of a cluster of 2 separate species, C8H14NO4S in total at a distorted geometry, from OMol25.

Last column: Mulliken charge in e.
CARTESIAN COORDINATES (ANGSTROEM)
1 S 1.728 -2.481 1.349  0.4849
2 O 1.708 -3.485 2.818  -0.5599
3 O 0.294 -2.593 0.970  -0.6169
4 O 1.975 -1.121 1.845  -0.5972
5 O -0.021 1.747 -3.885  -0.7054
6 N -0.617 0.546 -1.932  -0.3009
7 C -1.957 0.436 1.184  -0.8702
8 C 0.763 -0.416 -3.403  -0.7879
9 C -0.480 0.586 -0.664  0.4080
10 C -0.006 2.165 1.089  -0.6783
11 C 0.717 1.170 -0.022  -0.5894
12 C -1.290 -0.363 0.100  -0.0032
13 C -0.778 1.107 1.981  -0.5138
14 C -0.039 0.792 -3.100  0.4714
15 H -1.064 1.477 2.936  0.3833
16 H 0.901 2.733 1.506  0.3608
17 H 1.265 1.849 -0.707  0.3633
18 H 1.416 -0.590 -2.515  0.2219
19 H -0.713 2.934 0.642  0.3114
20 H -2.081 -0.832 -0.655  0.2173
21 H 1.279 0.325 0.431  0.2299
22 H -2.444 -0.140 1.902  0.4366
23 H 0.018 -1.285 -3.500  0.2459
24 H -0.591 -1.158 0.364  -0.0689
25 H -2.765 1.120 0.848  0.3533
26 H 1.231 -0.323 -4.365  0.3245
27 H -0.176 0.229 2.139  0.2040
28 H 1.728 -4.429 2.645  0.2754

Gap between HOMO and LUMO = 8.434 eV
Spin multiplicity = 1
E_tot = -1067.1451 a.u.
Charge = -1
E_HOMO = -4.93 eV
ΔE to the lowest compared entry with this formula, charge and spin = 44.90 kcal per mole
Largest force on an atom = 4.05 eV Å⁻¹

=====

3.
The following is a quantum chemistry calculation of a structure of composition C3H8N3S at a distorted geometry, from OMol25.

Last column: Mulliken charge in e.
CARTESIAN COORDINATES (ANGSTROEM)
1 S -3.074 -0.382 -0.048  0.0829
2 N -0.183 0.050 -0.011  0.0086
3 N -2.410 1.136 0.272  -0.2730
4 N -0.366 -2.369 -0.010  -0.3220
5 C 1.299 0.315 0.026  -0.9607
6 C -1.121 1.153 -0.394  -0.8849
7 C -0.749 -1.103 0.063  0.3228
8 H 1.571 0.961 -0.749  0.3892
9 H -2.301 1.572 1.273  0.3576
10 H -1.318 0.949 -1.418  0.5530
11 H -1.054 -3.138 -0.052  0.2804
12 H -0.587 2.097 -0.437  0.4857
13 H 0.668 -2.542 -0.295  0.2603
14 H 1.639 0.556 1.009  0.3207
15 H 1.871 -0.541 -0.247  0.3794

Gap between HOMO and LUMO = 8.297 eV
Spin multiplicity = 1
E_tot = -681.2264 a.u.
Charge = +1
E_HOMO = -13.46 eV
ΔE to the lowest compared entry with this formula, charge and spin = 55.12 kcal per mole
Largest force on an atom = 3.40 eV Å⁻¹

=====

4.
The following is a quantum chemistry calculation of the molecule C9H11NO3S at a distorted geometry, from OMol25.

Last column: Mulliken charge in e.
CARTESIAN COORDINATES (ANGSTROEM)
1 S 1.476 1.316 1.937  1.2725
2 O 0.502 2.448 2.580  -0.5254
3 O 2.791 1.808 2.064  -0.6737
4 O 1.040 0.111 2.560  -0.6133
5 N 1.815 2.022 -0.626  -0.4763
6 C 0.543 -0.157 -0.228  0.8753
7 C -1.812 0.333 0.624  -0.4783
8 C 1.074 1.160 0.181  -0.3057
9 C -0.966 -1.911 -0.388  -0.8821
10 C 0.069 -2.743 -0.847  -0.3592
11 C 1.589 -0.960 -0.661  -0.7978
12 C -0.680 -0.625 -0.058  0.8675
13 C 1.400 -2.302 -0.914  -0.8154
14 C -1.710 1.708 0.078  -1.0116
15 H -1.477 1.790 -1.036  0.3182
16 H -0.391 2.126 2.895  0.3627
17 H 2.806 1.999 -0.230  0.3391
18 H -1.916 -2.292 -0.155  0.4338
19 H 2.574 -0.674 -0.342  0.3220
20 H -2.738 -0.183 0.309  0.4339
21 H -1.641 0.196 1.665  0.3043
22 H -1.870 2.420 0.818  0.4271
23 H 2.040 -3.054 -1.282  0.4362
24 H 1.679 1.894 -1.635  0.2790
25 H -0.109 -3.864 -0.989  0.2673

Gap between HOMO and LUMO (alpha / beta) = 7.908 / 8.131 eV
Spin multiplicity = 1
E_tot = -1028.0465 a.u.
E_HOMO (alpha / beta) = -7.75 / -8.29 eV
ΔE to the lowest compared entry with this formula, charge and spin = 122.83 kcal per mole
Largest force on an atom = 4.75 eV Å⁻¹

=====

5.
The following is a quantum chemistry calculation of the ion C3H8IN2 with charge +1 at a distorted geometry, from OMol25.

Last column: Mulliken charge in e.
CARTESIAN COORDINATES (ANGSTROEM)
1 I 1.356 1.823 -1.558  0.0429
2 N 0.963 -0.964 1.013  -0.1223
3 N -1.681 1.256 -0.442  -0.4025
4 C 0.729 -1.432 -0.388  -0.2921
5 C -0.174 -0.479 0.207  -0.1174
6 C -0.379 1.205 -0.060  -0.5535
7 H -0.186 1.787 0.907  0.4916
8 H -1.934 0.999 -1.403  0.2603
9 H -1.086 -1.001 0.422  0.4357
10 H 1.475 -0.902 -0.956  0.1232
11 H 1.766 -0.393 1.017  0.2966
12 H 0.648 -2.410 -0.611  0.3262
13 H 0.745 -1.480 1.827  0.2686
14 H -2.240 1.989 0.027  0.2426

Gap between HOMO and LUMO = 9.422 eV
Spin multiplicity = 1
E_tot = -525.9786 a.u.
Charge = +1
E_HOMO = -13.20 eV
ΔE to the lowest compared entry with this formula, charge and spin = 42.27 kcal per mole
Largest force on an atom = 4.36 eV Å⁻¹

=====

6.
The following is a quantum chemistry calculation of the molecule C3H4N2 at a distorted geometry, from OMol25.

Last column: Mulliken charge in e.
CARTESIAN COORDINATES (ANGSTROEM)
1 N 0.743 1.152 0.312  -0.5393
2 N -0.160 -0.555 -0.737  -0.1136
3 C -0.454 -0.716 0.647  -0.2649
4 C 0.050 0.399 1.225  -0.2210
5 C 0.587 0.560 -0.849  -0.0981
6 H -0.314 -1.250 -1.464  0.2221
7 H -1.424 -1.165 0.340  0.2708
8 H -0.001 0.677 2.263  0.3807
9 H 0.990 0.902 -1.794  0.3632

Gap between HOMO and LUMO = 10.049 eV
Spin multiplicity = 1
E_tot = -226.1783 a.u.
E_HOMO = -9.13 eV
ΔE to the lowest compared entry with this formula, charge and spin = 29.43 kcal per mole
Largest force on an atom = 4.59 eV Å⁻¹

=====

7.
The following is a quantum chemistry calculation of a cluster of 2 separate species, C3H6O2S in total at a distorted geometry, from OMol25.

Last column: Mulliken charge in e.
CARTESIAN COORDINATES (ANGSTROEM)
1 S 1.469 1.376 -0.058  0.3329
2 O 2.781 0.734 -0.132  -0.5363
3 O 1.766 -1.835 0.436  -0.4862
4 C -2.498 1.509 0.358  -0.8186
5 C 0.389 0.125 -0.212  -0.0196
6 C 0.584 -1.334 -0.171  -0.2280
7 H -0.180 -1.736 0.362  0.3019
8 H -2.071 1.039 1.277  0.2870
9 H -2.209 2.398 -0.138  0.3166
10 H -2.949 0.877 -0.502  0.2569
11 H 2.584 -1.580 0.041  0.3474
12 H 0.335 -1.573 -1.261  0.2459

Gap between HOMO and LUMO (alpha / beta) = 7.543 / 9.084 eV
Spin multiplicity = 1
E_tot = -666.3294 a.u.
E_HOMO (alpha / beta) = -9.22 / -9.39 eV
ΔE to the lowest compared entry with this formula, charge and spin = 166.07 kcal per mole
Largest force on an atom = 3.46 eV Å⁻¹